30
Properties=species:S:1:pos:R:3:forces:R:3:lowdin_charge:R:1 method="wB97M-V/def2-TZVPD" smiles=Cc1c[nH]c2ccccc12.CCC e_homo_ev=-7.82 e_above_lowest_kj_mol=45.3 gap_ev=8.700
C -2.900980 -1.104648 1.492432 -0.20 0.62 0.11 -0.303
C -2.539703 0.343419 1.889326 0.11 0.33 -0.74 -0.121
C -4.378359 -1.430234 1.776583 0.44 -0.69 0.13 -0.123
H -2.745482 -1.217969 0.422311 0.18 -0.08 -0.10 0.087
H -2.201123 -1.792567 1.962887 -0.21 -0.14 0.24 0.088
H -3.279380 0.809106 2.538696 0.00 -0.19 0.22 0.057
H -4.775604 -0.861341 2.617685 0.00 0.06 -0.09 0.061
H -4.964127 -1.249451 0.883062 -0.30 0.25 0.00 0.063
H -2.489740 0.995222 1.005635 -0.06 -0.17 0.12 0.067
H -1.559545 0.429211 2.351812 0.04 -0.11 0.16 0.058
H -4.514036 -2.490501 2.020122 0.03 0.12 -0.06 0.064
C 3.100516 2.845521 -0.540185 -0.41 0.01 -0.43 -0.046
C 1.776166 -0.667691 -0.536034 0.35 0.35 0.08 -0.216
C 1.940576 0.580656 -1.169512 -0.19 -0.19 0.02 -0.142
C 2.734156 1.415773 -0.301681 -0.65 0.04 -0.14 -0.227
C 2.966551 0.671700 0.808728 0.33 0.51 -0.03 -0.072
C 1.129194 -1.742929 -1.140230 -0.05 0.06 0.48 -0.031
C 0.500385 -1.507385 -2.345143 -0.26 0.20 -0.03 -0.103
C 0.542268 -0.235519 -2.951879 0.31 -0.42 0.49 -0.099
C 1.288771 0.783385 -2.385264 -0.17 0.33 -0.78 -0.033
N 2.379853 -0.562715 0.700792 0.15 -0.91 0.12 0.070
H 1.115166 -2.684078 -0.598270 -0.23 -0.09 -0.33 0.107
H -0.099456 -2.266205 -2.833611 0.18 -0.16 0.12 0.096
H 2.576243 -1.344605 1.313465 -0.12 0.33 -0.23 0.154
H -0.024164 -0.117999 -3.863494 0.14 0.29 -0.12 0.093
H 3.529019 0.979376 1.674428 -0.07 -0.21 0.19 0.122
H 1.373682 1.732521 -2.915627 -0.05 -0.12 0.22 0.107
H 4.131614 2.914446 -0.862575 0.31 0.30 0.11 0.074
H 2.892845 3.475439 0.317118 0.36 0.00 0.35 0.074
H 2.494684 3.300069 -1.331576 0.04 -0.32 -0.07 0.071

***

30
Properties=species:S:1:pos:R:3:forces:R:3:lowdin_charge:R:1 method="wB97M-V/def2-TZVPD" smiles=Cc1c[nH]c2ccccc12.CCC e_homo_ev=-7.90 e_above_lowest_kj_mol=139.5 gap_ev=8.825
C -2.576160 -0.361041 -1.798601 2.33 1.26 -1.00 -0.060
C -1.059673 -1.782200 -0.089346 -0.05 -1.27 -1.15 -0.134
C -1.843312 -1.561531 -1.289213 -1.27 -1.07 -0.96 -0.257
C -0.535986 -3.126572 -0.198048 -0.25 1.52 0.82 -0.195
C -1.802161 -2.710197 -2.017195 -0.28 -0.81 0.41 -0.061
C 0.395702 -1.380716 1.761642 -0.64 1.03 0.24 -0.106
C 0.924539 -2.644440 1.622253 1.66 -0.62 0.18 -0.123
C -0.609631 -0.946805 0.903747 0.34 0.71 0.84 -0.045
C 0.552812 -3.495034 0.615444 -1.47 -0.71 -1.56 -0.034
N -1.198893 -3.723448 -1.248193 0.95 0.31 -1.22 0.062
H 0.799481 -0.661518 2.480743 -0.17 -0.48 -0.06 0.102
H 1.787409 -2.975478 2.205515 -0.26 0.37 0.05 0.105
H -1.001912 0.064010 1.026245 0.11 -0.20 -0.23 0.113
H 1.111605 -4.368942 0.294017 -0.01 -0.17 0.70 0.107
H -2.708414 -0.370038 -2.912328 -0.16 -0.55 0.94 0.083
H -1.701078 0.362350 -1.730936 -1.75 0.45 0.32 0.093
H -2.137101 -2.945873 -3.052824 0.00 0.31 1.21 0.134
H -0.894652 -4.558146 -1.719711 0.28 -0.09 0.26 0.139
H -3.533289 -0.076895 -1.340263 0.67 0.05 0.22 0.078
C 1.219357 3.922705 0.301557 0.53 -1.17 1.27 -0.300
C 1.198309 3.645365 1.845556 0.26 0.69 -0.68 -0.108
C 1.817331 2.752548 -0.451852 1.25 -1.04 -0.42 -0.151
H 0.203789 3.989932 -0.009552 -0.71 0.91 -0.48 0.080
H 1.863088 4.776563 0.141355 -0.49 0.53 -0.46 0.093
H 1.683013 2.670155 1.995840 -0.63 0.26 0.59 0.064
H 1.462938 1.740540 -0.147275 -0.08 0.78 -0.05 0.070
H 1.756662 2.794507 -1.548240 -0.46 0.25 0.23 0.066
H 2.907910 2.739331 -0.298882 -0.17 -0.12 0.24 0.072
H 1.720053 4.417221 2.410981 0.65 -0.11 -0.18 0.056
H 0.198266 3.813645 2.247563 -0.17 -1.01 -0.05 0.061

***

30
Properties=species:S:1:pos:R:3:forces:R:3:lowdin_charge:R:1 method="wB97M-V/def2-TZVPD" smiles=Cc1c[nH]c2ccccc12.CCC e_homo_ev=-7.85 e_above_lowest_kj_mol=99.5 gap_ev=8.783
C 0.419854 -0.445975 3.921552 1.52 -0.11 1.11 -0.053
C 1.259701 -0.791510 1.496737 -0.12 0.08 -0.53 -0.143
C 0.636051 -0.009822 2.524979 -1.37 0.04 -0.44 -0.237
C 0.980015 -0.187338 0.233039 0.70 -0.19 2.04 -0.186
C 0.019623 1.032224 1.898992 0.14 0.20 -1.19 -0.048
C 2.066795 -1.925984 1.548741 0.47 0.29 -0.76 -0.024
C 2.598641 -2.380325 0.347744 -0.41 -1.21 0.04 -0.106
C 2.256364 -1.867201 -0.909364 -0.42 0.58 0.67 -0.092
C 1.517370 -0.699977 -0.946148 -0.91 1.08 0.01 -0.032
N 0.211608 0.942262 0.523322 0.88 -0.85 -0.96 0.059
H 2.322951 -2.398315 2.486512 0.02 -0.04 0.02 0.103
H 3.191829 -3.286103 0.317778 0.08 -0.03 0.32 0.094
H 2.470396 -2.452674 -1.790406 0.45 0.36 -0.19 0.099
H -0.562493 -0.801713 4.216155 -0.30 0.25 -0.32 0.079
H 0.761443 0.340118 4.606102 -0.42 -0.05 0.08 0.081
H -0.637828 1.836335 2.187940 0.12 -0.09 0.64 0.121
H 0.203175 1.681946 -0.161548 -0.42 0.22 0.42 0.131
H 1.270958 -0.069223 -1.786887 0.21 -0.63 -0.76 0.082
H 1.100106 -1.277519 4.148764 -0.12 0.05 -0.10 0.069
C -2.358304 0.774194 -2.503320 0.51 -2.01 1.99 -0.313
C -2.778965 1.587056 -1.270371 -0.30 0.31 -1.20 -0.124
C -0.949672 1.066916 -3.012023 -0.69 0.63 -1.79 -0.129
H -2.361499 -0.251181 -2.091392 0.03 -0.01 -0.49 0.099
H -3.114583 0.742706 -3.282577 0.03 0.47 -0.11 0.095
H -3.839397 1.388259 -1.099570 -0.03 0.54 0.02 0.069
H -2.558040 2.622813 -1.550720 -0.49 0.21 0.68 0.072
H -1.098746 1.523830 -4.003383 0.32 0.25 0.20 0.071
H -0.397224 1.805932 -2.434181 0.08 -0.21 0.24 0.057
H -2.278205 1.305701 -0.348488 0.40 -0.02 -0.18 0.046
H -0.351933 0.194559 -3.267970 0.03 -0.12 0.55 0.058

***

30
Properties=species:S:1:pos:R:3:forces:R:3:lowdin_charge:R:1 method="wB97M-V/def2-TZVPD" smiles=Cc1c[nH]c2ccccc12.CCC e_homo_ev=-7.89 e_above_lowest_kj_mol=310.8 gap_ev=8.799
C -1.704088 -2.523892 1.095537 0.20 -0.66 -2.95 -0.365
C -2.530316 -1.299222 1.407750 2.67 1.03 2.56 -0.130
C -0.809406 -3.290900 2.074940 0.97 3.04 1.12 -0.124
H -2.256206 -3.381774 0.639772 -0.60 0.92 0.20 0.104
H -1.187760 -2.133412 0.161892 0.63 -0.97 1.17 0.082
H -2.692826 -0.663959 0.556840 -1.29 -0.41 -0.62 0.036
H -1.822503 -0.511502 1.940140 -1.23 -1.73 -0.28 0.116
H -1.363488 -3.860496 2.863646 0.59 0.40 -0.86 0.081
H -0.183794 -3.851244 1.417656 0.34 -1.19 0.02 0.046
H -3.297538 -1.621554 2.091600 -0.94 0.88 -0.06 0.061
H -0.056323 -2.543232 2.554174 -1.33 -1.26 -0.31 0.097
C 0.236966 3.904944 -1.209175 -3.84 1.92 0.99 -0.092
C 0.498007 0.249683 -0.956366 2.96 0.71 1.39 -0.246
C 1.152315 1.508872 -0.617551 -3.31 -0.06 -2.43 -0.073
C 0.059583 2.471415 -1.067511 -1.01 -1.64 -0.64 -0.245
C -1.107511 1.823890 -1.539789 6.68 -1.59 2.68 0.014
C 1.304874 -0.901276 -0.910318 1.03 3.35 1.64 -0.022
C 2.580154 -0.766300 -0.366462 -0.24 0.52 0.60 -0.082
C 3.169402 0.454592 0.114599 1.18 0.18 -1.36 -0.098
C 2.535168 1.612951 -0.271795 -2.15 1.27 0.35 -0.059
N -0.736452 0.415352 -1.441733 -2.31 3.15 -1.21 0.059
H 0.896980 -1.738418 -1.299082 -0.67 -3.05 -1.04 0.068
H 3.191971 -1.626896 -0.336375 0.52 -0.92 0.18 0.079
H -1.538443 -0.144003 -1.427253 -0.40 -1.90 0.09 0.107
H 4.245270 0.576836 0.489266 -1.72 -0.82 -0.62 0.122
H -1.958225 2.262064 -1.952439 -1.32 0.07 -0.49 0.090
H 2.938412 2.654724 -0.297793 0.02 -1.16 0.50 0.120
H 0.622345 4.281922 -0.283115 1.18 0.78 -0.07 0.069
H -0.804030 4.503456 -1.270659 1.79 -1.57 0.21 0.123
H 0.617454 4.137372 -2.160408 1.59 0.70 -0.78 0.060